ORCA calculation (ωB97M-V with the def2-TZVPD basis set) on an isolated molecule of C5H7NO2.

Summary:
<S²>	2.006
molecular weight	113.12	g mol⁻¹
HOMO (alpha / beta)	-0.1748 / -0.3710	Ha
E_LUMO (alpha / beta)	0.78 / -2.95	eV
HOMO-LUMO gap (alpha / beta)	5.54 / 7.15	eV
multiplicity	3
charge	0

Structure (XYZ):
```
15
Properties=species:S:1:pos:R:3:forces:R:3
C 1.101088 -2.631976 -0.867522 -1.215 5.595 2.285
C 0.796445 -1.551274 -0.423816 0.599 -1.740 -0.299
C -0.429689 -0.571463 1.494809 3.278 7.910 -6.043
C -0.358546 0.602509 -0.805831 -1.356 -2.887 2.034
C 0.432286 -0.326097 0.233798 -0.380 0.791 -0.019
N -0.366259 1.934419 -0.360676 -2.330 2.128 -0.952
O -0.831553 0.554449 2.067459 -0.544 4.356 0.136
O -0.686556 -1.653618 1.921211 -1.705 -8.154 3.564
H 1.209712 -3.501508 -1.275063 0.822 -4.615 -2.132
H 0.187604 0.453189 -1.690474 0.279 -0.260 -1.725
H -1.445758 0.219552 -0.800430 1.732 0.429 -0.589
H 1.396264 0.298579 0.383471 -0.801 -0.702 0.498
H -0.839476 2.484583 -1.150373 1.201 -0.425 2.019
H 0.538403 2.272233 -0.135153 0.983 0.594 -0.315
H -0.703965 1.416422 1.408588 -0.563 -3.020 1.537
```
Positions in Å, forces in eV/Å.


ORCA calculation (ωB97M-V with the def2-TZVPD basis set) on a cluster of 2 separate species, C5H7NO2S2 in total.

Summary:
molecular weight	177.25	g mol⁻¹
HOMO (alpha / beta)	-0.2941 / -0.3050	Ha
E_LUMO (alpha / beta)	-1.32 / -1.16	eV
HOMO-LUMO gap (alpha / beta)	6.68 / 7.14	eV
charge	0

Structure (XYZ):
```
17
Properties=species:S:1:pos:R:3:forces:R:3
C -1.299205 -1.983736 1.135241 1.150 3.385 1.683
C -0.777748 -1.088342 2.123142 -0.923 -1.727 -1.782
C -0.992641 -1.359999 -0.089098 2.529 1.584 0.766
C -0.061749 -0.116659 1.395887 0.625 0.969 -1.312
C 1.683698 1.608021 -1.485385 1.773 2.642 -1.166
N -0.151570 -0.286429 0.069254 -0.409 -0.349 0.201
O -1.337708 -1.788347 -1.267199 0.649 -0.220 -2.291
O 0.717050 0.916284 1.851644 -0.726 -0.715 -0.369
S 0.515383 1.699700 -2.872704 -0.630 -0.414 0.380
S -1.341182 1.515860 -2.188327 0.759 0.309 -0.407
H -1.784390 -2.877336 1.201766 -1.418 -2.048 0.561
H -0.945296 -1.033894 3.154898 -0.101 -0.424 1.295
H 2.603632 2.219135 -1.907164 -1.615 -1.229 0.686
H 2.038257 0.623157 -1.244873 -0.332 -0.355 0.260
H 1.321804 2.225776 -0.656617 -0.050 -0.676 0.015
H -0.759158 -1.401660 -2.004913 -1.158 -0.306 1.672
H 0.570823 1.128470 2.784448 -0.123 -0.425 -0.193
```
Positions in Å, forces in eV/Å.


ORCA calculation (ωB97M-V with the def2-TZVPD basis set) on an isolated molecule of C5H7NO3.

Summary:
molecular weight	129.12	g mol⁻¹
HOMO (alpha / beta)	-0.2173 / -0.2168	Ha
E_LUMO (alpha / beta)	0.69 / 0.69	eV
HOMO-LUMO gap (alpha / beta)	6.60 / 6.59	eV
charge	0

Structure (XYZ):
```
16
Properties=species:S:1:pos:R:3:forces:R:3
C -0.001064 0.818516 -1.123385 -0.537 -1.097 1.863
C 0.901799 0.098954 -1.885292 -1.262 0.112 1.943
C 0.040203 -0.515805 0.798899 -0.638 -0.489 1.668
C 1.674702 -1.761238 -0.663763 -1.847 2.567 0.515
C -1.547955 1.288485 0.983913 0.776 -0.464 -3.336
N -0.561420 0.559953 0.132526 3.514 -4.101 2.298
O -0.278811 -0.665668 2.207243 0.695 2.917 -2.815
O 1.016184 -1.332741 0.442548 -0.636 0.492 -0.498
O 1.602333 -1.048638 -1.807343 -0.715 0.745 0.704
H -0.387825 1.761458 -1.345833 0.047 1.324 -1.741
H 1.098412 0.641125 -2.719518 0.910 0.934 -2.674
H 2.223609 -2.630378 -0.643578 0.856 -1.468 0.293
H -1.467913 1.153317 2.014779 0.699 -0.071 1.262
H -1.513484 2.262211 0.610522 0.201 2.006 0.125
H -2.466102 0.938949 0.634702 -1.907 -0.711 -0.076
H -0.332669 -1.568498 2.363579 -0.155 -2.696 0.471
```
Positions in Å, forces in eV/Å.


ORCA calculation (ωB97M-V with the def2-TZVPD basis set) on an isolated molecule of C5H7NO4S.

Summary:
molecular weight	177.18	g mol⁻¹
HOMO	-0.3483	Ha
SMILES	Cc1ccc(S(=O)(=O)NO)o1
E_LUMO	-0.07	eV
HOMO-LUMO gap	9.41	eV
charge	0

Structure (XYZ):
```
18
Properties=species:S:1:pos:R:3:forces:R:3
O 2.860746 -1.266144 0.389636 -2.974 1.329 0.118
O 1.521086 -0.734066 2.437289 0.193 1.066 -3.418
O -0.982786 0.284935 0.340595 1.989 -0.956 1.339
O 3.787821 1.548916 1.594160 -0.390 -0.682 -3.382
C -1.271409 -0.979795 -1.500194 -1.031 0.254 0.986
C 0.068207 -1.156322 -1.080995 0.281 -0.311 0.369
C -1.858871 -0.126695 -0.551047 0.641 -1.396 -3.161
C 0.191228 -0.471137 0.110816 1.220 1.012 -1.277
N 2.473801 1.244337 1.010467 -1.399 -0.767 2.785
C -3.203498 0.439844 -0.638461 -1.472 0.492 1.257
S 1.802340 -0.420708 1.000434 2.764 -1.263 3.905
H 3.950487 1.506801 2.539728 -1.806 -0.480 0.510
H -1.829124 -1.496681 -2.301745 0.624 0.550 0.558
H 0.845556 -1.762308 -1.578564 -0.528 0.496 0.606
H 2.365441 1.620776 0.095611 0.996 0.602 -0.699
H -3.195086 1.431179 -1.130072 -0.082 -0.567 0.044
H -3.915383 -0.266552 -1.123400 0.727 0.630 0.057
H -3.610556 0.603619 0.385741 0.246 -0.008 -0.598
```
Positions in Å, forces in eV/Å.


ORCA calculation (ωB97M-V with the def2-TZVPD basis set) on an isolated molecule of C5H7NOS.

Summary:
molecular weight	129.18	g mol⁻¹
HOMO	-0.3211	Ha
SMILES	O[C@H]1C=C/C(=N/S)C1
E_LUMO	0.40	eV
HOMO-LUMO gap	9.14	eV
charge	0

Structure (XYZ):
```
15
Properties=species:S:1:pos:R:3:forces:R:3
C 0.377765 -0.498087 0.219065 -1.026 1.358 -1.342
C -0.219337 0.868866 -0.511292 -2.185 -2.376 0.121
C -0.075540 1.751668 0.667077 -1.509 2.884 2.064
C -0.213591 0.951175 1.961749 1.409 -2.042 -1.332
C 0.232962 -0.308898 1.650076 -1.321 1.476 3.074
H -0.061260 -3.436799 -1.760750 0.860 2.717 -0.216
H -1.443191 0.448220 -0.508743 3.436 1.659 -0.519
H 0.104414 1.452552 -1.488425 -0.474 -2.110 1.818
H 0.922893 2.166052 0.769200 0.308 0.412 -0.539
H -0.786430 3.722230 0.241817 -0.415 -2.930 1.257
H -0.402124 1.349473 2.974700 -0.059 -0.156 -0.950
H 0.264070 -1.121124 2.442265 0.309 0.874 -1.531
N 0.551905 -1.676943 -0.163077 0.030 -1.590 -2.739
O -1.068414 2.840267 0.714291 1.102 1.794 -1.267
S 0.342003 -2.009531 -1.947683 -0.465 -1.972 2.101
```
Positions in Å, forces in eV/Å.


ORCA calculation (ωB97M-V with the def2-TZVPD basis set) on an isolated molecule of C5H7NOS.

Summary:
molecular weight	129.18	g mol⁻¹
HOMO	-0.3050	Ha
SMILES	C=C=CSC/C=[NH+]\[O-]
E_LUMO	0.70	eV
HOMO-LUMO gap	9.00	eV
charge	0

Structure (XYZ):
```
15
Properties=species:S:1:pos:R:3:forces:R:3
C -1.742083 -0.729703 1.174583 1.989 1.918 -1.233
C -1.410342 -1.083233 -0.041530 -2.084 0.666 1.641
C -1.153885 -1.667268 -1.144471 1.698 -2.154 0.134
C 0.227880 1.404763 0.676740 -2.288 1.332 0.272
C 1.161640 0.420013 0.172194 0.049 2.973 -1.478
N 1.947619 0.738614 -0.793650 1.514 -2.355 -0.044
O 1.986421 1.780258 -1.438399 -0.186 2.177 -1.010
S -1.002217 0.810767 1.857335 -0.722 -1.354 0.826
H -2.361257 -1.326173 1.802301 -0.550 0.013 0.386
H -0.484185 -2.503296 -0.922053 0.468 0.103 -0.599
H -1.472927 -1.650015 -2.146431 -0.852 0.680 -0.802
H 0.660477 2.164430 1.317092 0.799 0.121 0.207
H -0.329441 2.074080 -0.016499 0.680 -1.000 -0.442
H 1.283929 -0.475141 0.589484 0.470 -3.432 1.596
H 2.688370 0.041903 -1.086697 -0.985 0.313 0.544
```
Positions in Å, forces in eV/Å.


ORCA calculation (ωB97M-V with the def2-TZVPD basis set) on an isolated molecule of C5H7NOS.

Summary:
molecular weight	129.18	g mol⁻¹
HOMO	-0.3032	Ha
SMILES	C=C1CSN=C(C)O1
E_LUMO	0.84	eV
HOMO-LUMO gap	9.09	eV
charge	0

Structure (XYZ):
```
15
Properties=species:S:1:pos:R:3:forces:R:3
C 2.238107 0.781905 -1.405318 1.512 -0.245 -0.884
C 1.024794 0.354080 -0.762372 -2.481 -1.302 1.947
C -1.050503 -0.909341 0.983692 0.059 -1.586 0.900
C -0.304966 0.337002 1.311698 0.745 -0.199 0.364
C -0.681395 1.180503 2.279773 3.192 0.991 -1.634
H 3.111505 0.365479 -0.882271 -0.191 -0.250 -0.405
H 2.187244 0.532188 -2.489851 0.210 -0.108 0.994
H 2.394012 1.823494 -1.345054 -0.019 1.460 0.187
H -2.065387 -0.983067 1.464450 0.845 0.579 -0.693
H -0.519218 -1.823515 1.444294 -0.360 1.277 -1.058
H -1.564917 0.952156 2.820014 -0.515 0.308 0.500
H 0.063451 2.044465 2.446631 -1.737 -1.292 0.195
N 0.089351 -0.178187 -1.425253 0.689 0.211 -0.185
O 0.986040 0.426736 0.664725 -1.046 0.593 -0.486
S -1.217294 -0.971418 -0.827754 -0.903 -0.439 0.258
```
Positions in Å, forces in eV/Å.


ORCA calculation (ωB97M-V with the def2-TZVPD basis set) on a structure of composition C5H7NOS.

Summary:
molecular weight	129.18	g mol⁻¹
HOMO	-0.3061	Ha
E_LUMO	-0.48	eV
HOMO-LUMO gap	7.85	eV
charge	0

Structure (XYZ):
```
15
Properties=species:S:1:pos:R:3:forces:R:3
C 0.852046 1.687357 -0.096418 3.198 2.333 -1.191
C 0.289029 0.390476 -0.501975 -3.625 -2.243 -0.966
C -0.738799 -0.402381 0.491989 2.842 0.974 2.449
C 1.210186 -0.935395 -0.326252 3.339 3.422 -0.459
C -2.280277 -0.465517 0.030506 2.627 -5.607 -2.238
H 1.313316 2.023728 -1.310767 -0.791 -0.347 4.161
H 0.097402 2.638111 0.301416 2.315 -3.187 -1.022
H 2.025461 1.274390 0.782347 -3.620 1.778 -2.677
H -0.443953 0.397654 -1.486773 2.596 0.072 1.848
H -0.376439 -0.108666 1.622986 -1.833 -0.250 -2.546
H 0.327474 -2.548063 0.812322 0.182 2.970 -1.765
H -3.138142 0.313426 0.334671 1.820 -1.802 -0.856
N 0.297088 -1.571138 0.272663 -5.527 -3.915 2.864
O -2.326823 -1.543608 -0.713078 -1.828 5.654 3.169
S 2.892431 -1.150378 -0.213636 -1.696 0.146 -0.770
```
Positions in Å, forces in eV/Å.